Record 1
{"formula": "C52H55Cl2N2S", "method": "ωB97M-V/def2-TZVPD", "spin_multiplicity": 1, "homo_lumo_gap_ha": 0.1963, "total_charge": 1, "e_above_lowest_ev": 3.131, "homo_ha": -0.3851, "species": ["C", "C", "S", "C", "C", "C", "N", "N", "C", "C", "C", "Cl", "C", "C", "Cl", "H", "H", "H", "H", "H", "H", "H", "H", "H", "H", "H", "H", "H", "C", "C", "C", "C", "C", "C", "H", "H", "H", "H", "H", "H", "C", "C", "C", "C", "C", "C", "H", "H", "H", "H", "H", "H", "C", "C", "C", "C", "C", "C", "H", "H", "H", "H", "H", "H", "C", "C", "C", "C", "C", "C", "H", "H", "H", "H", "H", "H", "C", "C", "C", "C", "C", "C", "H", "H", "H", "H", "H", "H", "C", "C", "C", "C", "C", "C", "H", "H", "H", "H", "H", "H", "C", "C", "C", "C", "C", "C", "H", "H", "H", "H", "H", "H"], "xyz": [[5.523, -0.236, 4.215], [4.458, -0.736, 3.135], [3.090, -1.788, 3.894], [1.679, -1.524, 2.715], [0.358, -0.988, 3.383], [-1.025, -1.554, 3.199], [-2.151, -1.037, 3.805], [-2.304, 0.009, 4.593], [-1.068, 0.587, 4.817], [0.304, 0.209, 4.328], [1.564, 1.024, 4.779], [2.310, 0.527, 6.382], [2.162, 2.069, 4.066], [1.574, 2.567, 2.685], [3.658, 2.824, 4.797], [5.865, 0.810, 3.891], [5.121, -0.155, 5.271], [6.437, -0.903, 4.120], [3.948, 0.177, 2.694], [4.899, -1.374, 2.307], [1.433, -2.561, 2.285], [1.975, -0.899, 1.798], [-1.133, -2.462, 2.520], [-3.040, -1.543, 3.623], [-1.107, 1.508, 5.494], [2.419, 3.144, 2.166], [1.293, 1.729, 1.967], [0.728, 3.332, 2.795], [-5.912, 2.143, 5.868], [-7.191, 2.687, 5.926], [-8.154, 2.303, 4.999], [-7.841, 1.367, 4.019], [-6.563, 0.820, 3.963], [-5.597, 1.211, 4.884], [-5.161, 2.446, 6.589], [-7.437, 3.412, 6.694], [-9.148, 2.732, 5.040], [-8.593, 1.063, 3.299], [-6.320, 0.088, 3.199], [-4.600, 0.789, 4.837], [-5.573, -3.181, 2.487], [-6.774, -3.561, 1.897], [-6.899, -4.821, 1.323], [-5.825, -5.706, 1.347], [-4.626, -5.329, 1.941], [-4.498, -4.065, 2.507], [-5.475, -2.196, 2.933], [-7.612, -2.873, 1.885], [-7.832, -5.114, 0.857], [-5.924, -6.691, 0.904], [-3.790, -6.019, 1.961], [-3.559, -3.768, 2.965], [-0.622, -0.631, -0.282], [-1.611, 0.070, 0.402], [-2.256, 1.140, -0.209], [-1.920, 1.503, -1.509], [-0.934, 0.800, -2.194], [-0.282, -0.264, -1.580], [-0.116, -1.464, 0.196], [-1.877, -0.218, 1.413], [-3.022, 1.690, 0.328], [-2.426, 2.334, -1.987], [-0.673, 1.083, -3.209], [0.489, -0.808, -2.113], [7.498, 1.257, -1.015], [6.451, 1.444, -0.118], [6.648, 2.200, 1.033], [7.888, 2.778, 1.283], [8.934, 2.593, 0.384], [8.740, 1.830, -0.763], [7.346, 0.664, -1.911], [5.481, 0.999, -0.316], [5.833, 2.340, 1.736], [8.040, 3.371, 2.177], [9.901, 3.045, 0.577], [9.557, 1.682, -1.461], [9.344, 4.448, -3.329], [9.094, 4.274, -4.686], [10.083, 4.566, -5.619], [11.327, 5.023, -5.194], [11.578, 5.193, -3.837], [10.585, 4.910, -2.904], [8.571, 4.223, -2.602], [8.127, 3.911, -5.017], [9.886, 4.436, -6.678], [12.100, 5.246, -5.921], [12.548, 5.548, -3.505], [10.780, 5.048, -1.846], [-7.122, -5.686, -2.216], [-6.383, -6.034, -3.342], [-7.000, -6.683, -4.406], [-8.359, -6.976, -4.348], [-9.098, -6.625, -3.224], [-8.480, -5.984, -2.156], [-6.640, -5.183, -1.385], [-5.325, -5.799, -3.390], [-6.422, -6.960, -5.281], [-8.841, -7.478, -5.180], [-10.158, -6.852, -3.180], [-9.056, -5.715, -1.277], [-0.689, 0.857, -8.196], [-1.759, 1.017, -7.322], [-1.600, 1.757, -6.155], [-0.372, 2.345, -5.867], [0.697, 2.187, -6.743], [0.540, 1.440, -7.905], [-0.813, 0.277, -9.104], [-2.718, 0.565, -7.551], [-2.433, 1.877, -5.471], [-0.248, 2.926, -4.959], [1.654, 2.647, -6.519], [1.375, 1.312, -8.585]], "atomic_forces_ev_per_a": [[0.38, 0.12, -1.03], [-0.36, 0.52, -0.06], [0.01, 0.78, -0.71], [-1.07, -0.98, -0.86], [-2.14, 2.47, 2.16], [2.13, 0.58, 0.29], [0.53, -1.94, -1.40], [4.53, 0.49, -0.30], [0.62, 0.91, 0.61], [-1.32, -1.81, -1.32], [0.99, 0.96, -0.30], [-1.43, 0.38, -1.77], [-1.32, -1.75, 0.83], [1.38, 0.98, -0.12], [-2.06, -0.67, -1.38], [-0.50, -1.49, 0.51], [0.47, -0.32, -1.36], [-1.16, 0.78, 0.60], [0.52, -1.14, 0.39], [-0.30, 1.03, 1.06], [0.22, 1.49, 0.54], [-0.44, -0.59, 1.51], [-0.30, 1.36, 1.13], [0.73, 0.40, 0.06], [-0.03, -1.50, -1.06], [-1.21, -0.84, 0.70], [0.16, 0.90, 1.23], [1.08, -1.32, 0.07], [-0.03, -0.03, -0.06], [0.02, -0.02, -0.04], [0.09, -0.06, -0.01], [0.03, 0.01, 0.02], [0.00, 0.08, 0.09], [-0.11, 0.01, -0.02], [-0.06, -0.02, -0.03], [0.02, -0.05, -0.07], [0.07, -0.04, 0.00], [0.05, 0.03, 0.05], [-0.05, 0.06, 0.01], [-0.13, 0.07, 0.05], [0.13, -0.09, -0.04], [-0.01, 0.02, -0.02], [0.12, 0.04, 0.11], [-0.01, 0.08, 0.05], [0.07, 0.00, -0.01], [-0.24, 0.06, -0.12], [-0.09, -0.03, 0.00], [0.07, -0.05, 0.00], [0.06, 0.02, 0.05], [0.01, 0.08, 0.02], [-0.08, 0.04, 0.00], [0.02, -0.11, 0.04], [-0.04, 0.11, 0.05], [0.07, 0.08, -0.15], [0.00, 0.01, 0.00], [0.06, -0.08, 0.07], [-0.01, 0.01, 0.06], [0.01, 0.00, 0.04], [-0.01, -0.01, -0.07], [-0.07, 0.15, -0.22], [0.03, -0.05, -0.05], [0.03, -0.06, 0.04], [-0.02, -0.05, 0.07], [-0.07, 0.03, 0.02], [0.01, 0.03, 0.05], [0.05, 0.02, 0.05], [0.07, -0.03, -0.07], [-0.03, -0.03, -0.03], [-0.06, -0.03, -0.01], [-0.06, -0.01, 0.05], [0.02, 0.05, 0.06], [0.06, 0.02, 0.00], [0.03, 0.03, -0.03], [0.00, -0.04, -0.06], [-0.07, -0.04, -0.01], [-0.06, 0.03, 0.03], [0.04, 0.02, -0.03], [0.06, 0.03, 0.02], [0.03, 0.00, 0.08], [-0.07, -0.02, 0.04], [-0.04, -0.02, -0.01], [-0.02, -0.04, -0.09], [0.05, 0.02, -0.04], [0.06, 0.04, 0.02], [0.02, 0.00, 0.07], [-0.05, -0.01, 0.05], [-0.08, -0.02, -0.03], [-0.01, 0.00, -0.06], [-0.05, -0.04, -0.07], [-0.06, -0.03, 0.00], [-0.05, 0.03, 0.06], [0.05, 0.04, 0.06], [0.03, 0.00, 0.01], [0.10, -0.01, -0.08], [-0.02, -0.02, -0.09], [-0.07, -0.02, 0.00], [-0.04, 0.03, 0.05], [0.03, 0.03, 0.06], [0.08, 0.01, 0.00], [0.00, -0.01, -0.06], [0.02, 0.05, 0.07], [0.04, 0.00, 0.02], [0.11, 0.01, -0.02], [-0.05, -0.10, -0.07], [-0.02, -0.03, 0.01], [-0.08, 0.01, 0.05], [0.01, 0.05, 0.06], [0.07, 0.03, 0.02], [0.03, 0.01, -0.06], [0.00, 0.01, -0.07], [-0.07, -0.03, -0.02], [-0.06, 0.02, 0.04]]}

***

Record 2
{"formula": "C31H39AlBCl5N2OP2", "method": "ωB97M-V/def2-TZVPD", "spin_multiplicity": 1, "homo_lumo_gap_ha": 0.2881, "e_above_lowest_ev": 0.441, "homo_ha": -0.2762, "species": ["Al", "C", "C", "C", "P", "C", "C", "C", "C", "C", "C", "C", "C", "C", "N", "C", "C", "C", "C", "C", "C", "P", "C", "C", "C", "C", "C", "C", "H", "H", "H", "H", "H", "H", "H", "H", "H", "H", "H", "H", "H", "H", "H", "H", "H", "H", "H", "H", "H", "H", "H", "H", "H", "H", "H", "H", "H", "H", "H", "H", "H", "H", "H", "H", "Cl", "C", "C", "Cl", "C", "Cl", "C", "O", "C", "Cl", "C", "Cl", "B", "C", "N", "H", "H", "H"], "xyz": [[-0.469, 0.152, 0.270], [1.472, -3.053, -0.598], [1.654, -3.039, 0.919], [3.126, -3.190, 1.283], [0.886, -1.471, 1.611], [0.436, -1.880, 3.379], [1.399, -2.714, 4.219], [0.037, -0.586, 4.087], [2.245, -0.275, 1.597], [3.192, -0.052, 2.587], [4.158, 0.923, 2.428], [4.149, 1.721, 1.295], [3.192, 1.539, 0.319], [2.249, 0.517, 0.433], [1.277, 0.289, -0.532], [1.603, 0.397, -1.860], [2.911, 0.211, -2.336], [3.190, 0.265, -3.683], [2.176, 0.463, -4.609], [0.876, 0.623, -4.167], [0.576, 0.605, -2.809], [-1.052, 0.852, -2.057], [-1.615, 2.554, -2.604], [-0.997, 3.561, -1.633], [-1.281, 2.967, -4.035], [-2.206, -0.414, -2.808], [-2.595, -0.316, -4.278], [-1.553, -1.759, -2.502], [1.837, -3.990, -1.018], [2.025, -2.239, -1.061], [0.421, -2.948, -0.860], [1.069, -3.864, 1.344], [3.683, -2.312, 0.965], [3.543, -4.062, 0.782], [3.265, -3.312, 2.353], [-0.479, -2.476, 3.257], [2.362, -2.231, 4.342], [1.549, -3.702, 3.789], [0.971, -2.843, 5.213], [0.883, 0.082, 4.231], [-0.384, -0.824, 5.062], [-0.716, -0.054, 3.503], [3.191, -0.649, 3.483], [4.910, 1.064, 3.188], [4.886, 2.501, 1.181], [3.159, 2.193, -0.541], [3.701, 0.011, -1.627], [4.209, 0.138, -4.016], [2.401, 0.503, -5.663], [0.092, 0.767, -4.895], [-2.705, 2.545, -2.474], [0.090, 3.548, -1.714], [-1.260, 3.337, -0.601], [-1.344, 4.567, -1.864], [-0.204, 3.029, -4.172], [-1.701, 3.955, -4.219], [-1.696, 2.286, -4.772], [-3.120, -0.317, -2.204], [-1.726, -0.412, -4.924], [-3.111, 0.614, -4.495], [-3.276, -1.134, -4.514], [-0.626, -1.866, -3.063], [-2.213, -2.585, -2.756], [-1.319, -1.814, -1.436], [-7.111, -0.438, 3.365], [-5.632, -0.533, 2.501], [-5.179, 0.559, 1.763], [-6.124, 1.983, 1.660], [-3.958, 0.491, 1.111], [-3.348, 1.823, 0.236], [-3.137, -0.646, 1.187], [-1.957, -0.649, 0.626], [-3.634, -1.745, 1.902], [-2.681, -3.168, 1.981], [-4.860, -1.691, 2.556], [-5.437, -3.053, 3.421], [0.415, 3.898, 2.566], [-0.035, 2.613, 1.925], [-0.328, 1.613, 1.385], [1.530, 4.026, 2.150], [-0.313, 4.768, 2.194], [0.384, 3.755, 3.750]], "atomic_forces_ev_per_a": [[0.67, 0.21, -0.56], [-0.07, -0.05, 0.10], [-0.27, 0.25, -0.16], [-0.18, 0.02, 0.05], [0.52, -0.64, 0.79], [-0.12, 0.14, -0.29], [-0.09, 0.07, -0.22], [-0.13, -0.07, -0.18], [-0.18, 0.06, -0.19], [0.07, 0.04, 0.00], [0.07, -0.06, 0.15], [-0.02, 0.02, -0.01], [-0.03, 0.05, 0.01], [0.65, -0.06, 0.40], [-0.41, 0.00, 0.24], [-0.17, -0.16, -0.45], [0.10, -0.04, 0.09], [-0.09, -0.03, 0.08], [-0.07, 0.08, -0.22], [0.13, -0.09, -0.08], [-0.14, 0.07, 0.43], [-0.45, 0.06, -1.14], [0.09, -0.15, 0.39], [-0.17, -0.07, 0.07], [-0.09, -0.20, 0.12], [0.14, 0.13, 0.29], [0.03, 0.15, 0.23], [-0.01, 0.11, 0.13], [0.03, -0.08, -0.01], [0.05, 0.09, -0.09], [-0.02, -0.02, -0.10], [0.02, 0.11, 0.05], [0.10, -0.01, -0.04], [0.02, -0.10, -0.03], [0.11, 0.01, 0.11], [0.15, 0.12, -0.07], [0.15, -0.02, 0.05], [0.09, -0.08, 0.01], [-0.04, -0.05, 0.06], [0.07, 0.07, 0.00], [-0.07, 0.04, 0.11], [-0.01, 0.09, 0.12], [0.00, -0.05, 0.08], [0.05, 0.05, 0.10], [0.05, 0.11, -0.01], [0.03, 0.01, -0.05], [0.05, 0.02, -0.03], [0.11, -0.05, -0.05], [-0.01, -0.02, -0.10], [-0.06, 0.04, -0.02], [0.10, -0.05, 0.01], [0.11, 0.02, 0.01], [0.06, 0.09, 0.08], [0.02, 0.08, -0.01], [0.05, 0.02, -0.05], [-0.03, 0.08, 0.00], [0.02, -0.05, -0.13], [0.14, 0.00, 0.01], [0.06, 0.01, -0.11], [-0.03, 0.10, -0.10], [-0.03, -0.06, -0.04], [0.06, -0.06, -0.05], [-0.07, -0.08, 0.02], [-0.06, -0.26, -0.07], [-0.15, 0.00, 0.01], [0.09, 0.02, 0.02], [0.03, -0.17, 0.00], [-0.09, 0.13, 0.01], [-0.01, -0.29, 0.27], [-0.17, 0.43, -0.22], [-0.32, 0.35, 0.21], [-0.53, -0.79, -0.07], [0.02, 0.15, -0.05], [0.20, -0.23, -0.13], [-0.07, 0.20, -0.17], [0.02, -0.12, 0.08], [0.24, 0.61, 0.33], [-0.70, -2.26, -1.16], [0.23, 1.67, 0.99], [0.36, 0.14, -0.07], [-0.23, 0.26, -0.14], [0.00, -0.06, 0.36]]}

***

Record 3
{"formula": "C4H10N2O2", "method": "ωB97M-V/def2-TZVPD", "spin_multiplicity": 1, "homo_lumo_gap_ha": 0.3531, "e_above_lowest_ev": 10.963, "homo_ha": -0.3323, "species": ["C", "C", "C", "C", "H", "H", "H", "H", "H", "H", "H", "H", "H", "H", "N", "N", "O", "O"], "xyz": [[-1.718, -1.409, 0.545], [-1.643, -0.036, -0.167], [0.784, -0.175, -0.587], [0.635, 2.349, 0.138], [-1.133, -1.341, 1.717], [-1.354, -2.272, -0.174], [-2.785, -1.696, 1.103], [-1.149, 0.903, 0.516], [-2.546, 0.381, -0.670], [1.644, -2.133, -1.343], [2.772, -0.315, -0.334], [0.673, 2.738, 1.290], [1.578, 2.814, -0.562], [-0.403, 2.429, -0.276], [1.338, -1.375, -0.528], [1.171, 0.827, 0.132], [-0.426, -0.245, -1.277], [2.563, -1.444, 0.478]], "atomic_forces_ev_per_a": [[-0.76, -0.87, 3.92], [3.30, 1.59, 0.62], [-3.48, 3.20, 0.47], [3.02, -1.64, 0.00], [-0.86, -0.41, -4.03], [-0.70, 1.81, 1.88], [2.26, 0.91, -2.30], [-1.80, -3.13, -1.67], [0.92, -0.81, -0.10], [-1.70, 3.30, 2.55], [0.28, -3.18, 4.32], [0.06, -1.02, -3.07], [-3.24, -0.65, 2.13], [1.20, 0.30, 0.04], [4.15, -6.06, 0.40], [0.48, 1.01, -0.67], [-1.69, 0.94, 1.57], [-1.46, 4.71, -6.08]]}

***

Number 1: LUMO -5.138 eV, E -3442.150818 Ha, maximum force 0.089 Eh/bohr. Number 2: LUMO 0.323 eV, E -4640.557585 Ha, maximum force 0.051 Eh/bohr. Number 3: LUMO 0.567 eV, E -418.058081 Ha, maximum force 0.152 Eh/bohr.